[1]
Below is a structure of composition H4HfO18S4, with properties calculated with ωB97M-V with the def2-TZVPD basis set.

Structure (XYZ):
```
27
Properties=species:S:1:pos:R:3:forces:R:3
Hf -0.020793 0.011123 -0.021314 -0.339 -1.159 2.676
S -1.690640 -2.337147 -0.663341 -0.085 -0.563 0.147
S 2.206478 -1.791829 -0.936950 -0.626 0.437 0.283
S 0.857592 0.461845 2.899817 -0.147 0.299 -0.160
S -2.188026 1.994259 0.776308 0.410 -0.809 -0.339
O 2.069610 -3.238088 -0.857321 0.322 0.068 -0.407
O -2.989728 -2.639071 -0.059730 -0.103 0.125 -0.284
O 3.440917 -1.380319 -1.631117 0.438 0.001 -0.130
O -3.122855 2.578926 -0.202483 -0.249 0.291 -0.034
O -0.770306 2.151959 0.294213 1.073 0.823 -0.713
O -2.233626 0.502356 0.747031 -0.454 -0.428 0.232
O 2.061582 -1.145430 0.396356 0.146 0.171 0.508
O -0.647492 1.100832 -2.172610 0.100 -0.099 -0.676
O -2.350912 2.552823 2.105449 -0.486 0.386 0.115
O 2.002834 -0.192351 3.544333 0.058 0.006 0.038
O 1.035350 -1.107061 -1.633438 -0.243 -0.130 -0.814
O -1.620638 -0.972362 -1.297414 -0.633 0.712 -1.133
O 1.235930 1.186969 1.640800 1.443 1.067 -0.872
O -0.078438 -0.503726 2.255623 -0.623 -0.833 0.079
O -1.320202 -3.361800 -1.639724 -0.078 -0.034 0.059
O -0.664220 -2.101833 0.403882 0.342 -0.188 0.174
O 1.817151 1.349197 -0.837936 -0.174 1.092 -0.164
O 0.186736 1.372226 3.826782 0.135 -0.111 0.309
H -0.494807 1.855075 -2.740074 0.013 0.239 0.358
H 2.303797 1.700438 -0.080171 -0.251 -0.337 0.409
H -1.407525 0.605488 -2.505959 0.000 -0.340 0.335
H 2.382227 1.347499 -1.611011 0.009 -0.687 0.005
```
Positions in Å, forces in eV/Å.

Results
Max |F| = 0.057 Eh/bohr
Net charge = -4
E = -81568.154 eV
Multiplicity = 1
Energy above the lowest of the compared OMol25 structures with the same formula, charge and spin = 0.0 kJ/mol
HOMO = 3.47 eV
Orbital gap = 5.54 eV
LUMO = 9.009 eV

Charge distribution, Löwdin scheme, values in e:
1. Hf 1.83
2. S 0.28
3. S 0.27
4. S 0.25
5. S 0.24
6. O -0.37
7. O -0.39
8. O -0.44
9. O -0.44
10. O -0.49
11. O -0.43
12. O -0.42
13. O -0.10
14. O -0.38
15. O -0.42
16. O -0.49
17. O -0.49
18. O -0.49
19. O -0.43
20. O -0.39
21. O -0.43
22. O -0.11
23. O -0.40
24. H 0.06
25. H 0.06
26. H 0.06
27. H 0.06

=====

[2]
Below is a cluster of 2 separate species, H4INSi in total, with properties calculated with ωB97M-V with the def2-TZVPD basis set.

Structure (XYZ):
```
7
Properties=species:S:1:pos:R:3:forces:R:3
I -3.319532 -0.622841 0.165345 -1.299 0.088 0.058
Si 0.961477 0.780606 -0.054425 -0.682 5.750 -0.522
N 0.771169 -0.806123 -0.005738 0.970 -7.826 -0.228
H -0.282672 1.275269 0.435267 -0.433 0.891 0.372
H 2.103138 1.552692 -0.321972 1.207 0.583 0.008
H -1.774115 -0.723722 0.085260 1.310 -0.140 -0.047
H 1.540536 -1.455884 -0.303736 -1.074 0.654 0.360
```
Positions in Å, forces in eV/Å.

Results
Max |F| = 0.153 Eh/bohr
Net charge = 0
E = -17527.957 eV
Multiplicity = 3
Energy above the lowest of the compared OMol25 structures with the same formula, charge and spin = 69.1 kJ/mol
HOMO (spin up / spin down) = -6.35 / -9.87 eV
Orbital gap (spin up / spin down) = 7.02 / 6.63 eV
LUMO (spin up / spin down) = 0.678 / -3.239 eV

Charge distribution, Löwdin scheme, values in e:
1. I 0.43
2. Si 0.45
3. N -0.14
4. H -0.14
5. H -0.17
6. H -0.47
7. H 0.03

=====

[3]
Below is a structure of composition H4KO2, with properties calculated with ωB97M-V with the def2-TZVPD basis set.

Structure (XYZ):
```
7
Properties=species:S:1:pos:R:3:forces:R:3
K -1.358790 12.377580 4.569920 0.118 0.591 -0.148
O 0.799860 10.935830 3.670220 -0.968 0.224 0.374
O -3.760090 11.800450 5.640360 0.739 0.441 -0.644
H -3.452540 10.931100 5.897020 0.093 -1.262 0.453
H 1.595500 10.789540 4.181870 1.073 -0.383 0.821
H -4.616410 11.885510 6.059520 -1.373 0.441 0.520
H 1.106420 11.013620 2.766780 0.319 -0.051 -1.376
```
Positions in Å, forces in eV/Å.

Results
Max |F| = 0.030 Eh/bohr
Net charge = +2
E = -20463.429 eV
Multiplicity = 2
Energy above the lowest of the compared OMol25 structures with the same formula, charge and spin = 21.7 kJ/mol
HOMO (spin up / spin down) = -24.96 / -20.24 eV
Orbital gap (spin up / spin down) = 16.70 / 2.83 eV
LUMO (spin up / spin down) = -8.259 / -17.410 eV

Charge distribution, Löwdin scheme, values in e:
1. K 1.06
2. O 0.20
3. O 0.21
4. H 0.12
5. H 0.14
6. H 0.15
7. H 0.14

=====

[4]
Below is a cluster of 2 separate species, H4N2O2P in total, with properties calculated with ωB97M-V with the def2-TZVPD basis set.

Structure (XYZ):
```
9
Properties=species:S:1:pos:R:3:forces:R:3
P 0.009840 0.750768 -0.098493 1.303 -3.884 1.038
O -0.354073 2.156041 -0.071923 -0.937 2.107 -0.315
O 2.184346 -0.756767 0.452240 -1.160 0.482 -0.013
N -0.669110 -0.242921 -1.294855 0.087 -0.223 -0.521
N -0.514058 -0.262007 1.151349 2.837 -1.529 -0.376
H 0.530888 -0.789226 1.241844 -1.819 0.733 -0.691
H -0.327106 0.147208 -2.150430 0.075 -0.244 -0.991
H -0.386341 -1.245944 -1.218524 -0.106 1.407 0.136
H -0.474386 0.242848 1.988793 -0.281 1.150 1.733
```
Positions in Å, forces in eV/Å.

Results
Max |F| = 0.082 Eh/bohr
Net charge = -1
E = -16427.341 eV
Multiplicity = 1
Energy above the lowest of the compared OMol25 structures with the same formula, charge and spin = 595.7 kJ/mol
HOMO (spin up / spin down) = -4.03 / -3.20 eV
Orbital gap (spin up / spin down) = 7.87 / 7.64 eV
LUMO (spin up / spin down) = 3.838 / 4.436 eV

Charge distribution, Löwdin scheme, values in e:
1. P 0.47
2. O -0.42
3. O -0.74
4. N -0.16
5. N -0.21
6. H 0.03
7. H 0.00
8. H 0.05
9. H -0.03